(1)
Density functional theory data (wB97M-V/def2-TZVPD) for a single C2H7ClFN2O3PS molecule.

```
18
Properties=species:S:1:pos:R:3:forces:R:3:nbo_charge:R:1
C -1.790 1.296 0.819 -0.68 0.61 -0.65 -0.670
C -1.634 -0.089 -0.070 -1.83 0.85 1.01 -0.265
N -0.329 -0.825 0.146 -3.52 -0.65 1.50 -0.494
N 0.779 0.004 0.073 0.78 -0.30 -1.14 -0.721
P 2.250 -0.893 0.607 3.10 -0.97 -0.96 1.270
O 2.020 -2.618 0.544 -0.93 2.15 -0.28 -0.978
Cl 2.494 -0.311 2.651 -1.22 -0.90 -1.03 -0.287
S 1.052 0.643 -1.529 4.93 7.02 -2.02 2.212
O 2.588 0.982 -1.641 -6.08 -2.48 0.51 -0.827
O 0.272 1.968 -1.699 1.44 -5.92 0.47 -0.803
F 0.718 -0.450 -2.809 0.07 1.58 2.70 -0.464
H -0.912 2.071 0.642 -1.85 -1.81 0.33 0.245
H -2.795 1.808 0.434 2.20 -1.02 0.84 0.228
H -1.942 1.116 1.966 0.48 0.08 -2.20 0.215
H -2.492 -0.818 0.320 1.99 1.41 -1.04 0.222
H -1.864 0.151 -1.198 0.85 -0.60 2.20 0.227
H -0.370 -1.137 1.162 0.20 0.33 -1.64 0.376
H 1.953 -2.897 -0.417 0.09 0.63 1.42 0.513
```
Forces are in eV/Å.

- E_HOMO: -9.612 eV
- SMILES: CCNN(P(O)Cl)S(=O)(=O)F



(2)
Density functional theory data (wB97M-V/def2-TZVPD) for a molecular structure, C30H45NO2P2PtS2.

```
83
Properties=species:S:1:pos:R:3:forces:R:3:mulliken_spin:R:1
Pt -0.271 -0.737 0.006 -0.39 1.65 0.91 0.826
C -0.865 -2.006 1.756 2.21 -1.20 0.40 0.370
C 0.530 -2.281 1.242 -1.45 -0.15 2.27 0.387
C 0.659 -1.171 3.317 -0.54 -0.26 -0.04 0.127
C -0.714 -1.337 3.028 0.84 0.43 0.22 0.292
C 1.427 -1.703 2.279 -0.56 -0.47 0.01 0.145
C -2.074 -2.806 1.447 -0.45 0.31 -0.50 -0.079
H -2.040 -3.224 0.434 -0.10 -0.04 0.22 0.002
H -2.951 -2.149 1.534 0.02 -0.36 -0.06 0.015
H -2.198 -3.635 2.165 0.11 0.25 -0.16 0.033
C -1.803 -0.987 3.963 -0.44 -0.01 0.29 -0.001
H -2.784 -1.312 3.594 0.22 0.17 0.12 -0.002
H -1.848 0.098 4.178 0.08 -0.56 -0.09 0.023
H -1.616 -1.506 4.917 -0.15 0.23 -0.17 0.017
C 1.200 -0.661 4.611 -0.11 0.23 -0.01 0.016
H 1.601 -1.477 5.222 -0.03 0.02 -0.12 0.003
H 0.415 -0.170 5.192 0.11 -0.05 -0.02 0.000
H 1.997 0.071 4.457 -0.05 -0.16 0.02 0.002
C 2.895 -1.880 2.361 0.38 0.23 -0.28 -0.011
H 3.173 -2.593 3.155 -0.14 0.18 -0.19 0.024
H 3.383 -0.927 2.613 -0.10 -0.17 0.05 0.017
H 3.330 -2.233 1.423 -0.04 -0.05 0.08 -0.002
C 0.881 -3.608 0.645 0.21 0.12 -0.67 -0.004
H 1.014 -4.355 1.443 -0.05 0.23 -0.14 0.018
H 1.826 -3.546 0.091 -0.16 -0.18 0.05 -0.004
H 0.099 -3.976 -0.029 0.18 -0.03 0.11 0.004
C -1.429 0.888 -4.273 -1.11 0.92 -2.49 0.491
C -1.702 -0.493 -4.278 -0.96 1.17 -0.82 -0.049
C -1.141 -1.356 -5.431 0.32 -0.37 0.48 0.025
C 0.373 -1.206 -5.668 -0.31 -0.06 -0.80 -0.003
C 1.147 -0.782 -4.458 1.52 1.39 -0.58 -0.012
C 1.483 0.529 -4.261 0.69 -1.27 -2.35 0.070
C 0.887 1.685 -5.083 0.43 -0.14 0.63 0.025
C -0.617 1.542 -5.344 -0.44 0.79 -0.64 0.023
H -1.661 -1.106 -6.375 -0.15 0.16 0.61 -0.004
H 0.542 -0.487 -6.495 0.00 -0.39 0.56 0.000
H -1.381 -2.413 -5.263 -0.05 0.25 0.12 -0.001
H -0.785 1.042 -6.307 -0.03 0.03 0.31 0.013
H -2.011 1.576 -3.654 0.14 -0.29 -0.02 0.015
H -2.694 -0.900 -3.999 0.03 0.64 -0.34 0.015
H -1.039 2.557 -5.480 0.27 -0.39 0.02 0.003
H 1.049 2.607 -4.508 0.04 -0.15 -0.10 0.003
H 2.365 0.832 -3.687 -0.58 -0.23 0.17 -0.005
H 1.434 1.839 -6.027 -0.12 -0.22 0.26 -0.009
H 0.766 -2.165 -6.056 -0.11 0.42 0.34 0.000
H 1.643 -1.600 -3.934 0.02 0.41 0.18 -0.004
P -1.392 -0.359 -2.239 1.62 -0.45 0.73 0.280
C -3.046 0.204 -1.737 -0.37 -0.16 -0.16 -0.013
C -1.102 -2.165 -2.451 0.52 -0.85 0.99 0.036
P 1.435 0.488 -0.958 -0.31 -0.72 0.93 0.243
C -0.007 0.956 -2.009 0.09 -0.28 -1.03 0.093
C 2.668 -0.704 -1.604 0.04 -0.02 -0.20 0.080
C 2.260 1.926 -0.341 0.27 0.55 0.12 0.023
H -3.031 1.051 -1.033 0.27 -0.40 -0.19 0.002
H -3.584 -0.643 -1.284 0.21 0.30 -0.07 0.007
H -3.594 0.515 -2.642 0.12 -0.14 0.31 0.005
H -0.443 -2.336 -3.315 -0.32 0.09 0.49 0.008
H -2.107 -2.553 -2.674 0.26 -0.03 0.08 0.010
H -0.682 -2.707 -1.585 -0.35 0.14 -0.40 -0.035
H 2.092 2.801 -0.985 0.12 -0.18 0.15 0.004
H 3.332 1.694 -0.283 -0.24 0.18 -0.04 -0.005
H 1.861 2.122 0.696 0.30 -0.05 -0.93 0.014
H -0.391 1.978 -1.836 -0.12 -0.70 0.57 0.032
H 0.487 0.976 -3.002 -1.00 0.06 0.47 -0.050
H 3.537 -0.566 -0.930 -0.43 -0.21 -0.27 -0.002
H 3.001 -0.556 -2.640 0.00 -0.05 0.53 0.006
H 2.263 -1.723 -1.493 0.27 0.39 -0.03 0.002
O 2.302 4.305 3.164 -0.38 -0.99 -0.21 0.006
S 1.798 3.003 3.518 -0.32 0.40 0.71 -0.003
O 2.697 2.064 4.155 -0.66 0.52 -0.77 0.005
N 1.007 2.276 2.228 -1.52 -0.89 -0.09 0.061
C -0.301 2.082 2.410 3.18 0.84 -0.02 -0.011
S -1.295 1.312 1.253 -0.32 -0.65 -0.55 0.394
C -0.788 2.622 3.682 -0.38 0.37 1.29 0.000
C -2.066 2.616 4.260 0.12 0.05 -0.18 0.000
C -2.243 3.121 5.557 0.36 0.03 -0.17 0.005
C -1.148 3.614 6.280 0.06 -0.09 -0.41 -0.004
C 0.133 3.625 5.710 -0.05 -0.08 -0.21 0.004
C 0.283 3.146 4.418 -0.47 0.02 0.86 -0.008
H -2.914 2.224 3.692 0.23 0.13 0.22 -0.005
H -3.233 3.132 6.016 0.28 -0.04 -0.21 0.000
H -1.287 3.999 7.286 -0.01 -0.09 -0.15 0.000
H 1.007 3.981 6.252 -0.27 0.00 -0.01 0.000
```
Forces are in eV/Å.

- Expectation value of S²: 6.054
- Net charge: +2
- E_HOMO (spin up / spin down): -12.126 / -13.845 eV
- ΔE to the lowest compared entry with this formula, charge and spin: 44.5 kcal per mole
- 2S+1: 5



(3)
Density functional theory data (wB97M-V/def2-TZVPD) for a single C5H10O molecule.

```
16
Properties=species:S:1:pos:R:3:forces:R:3:nbo_charge:R:1
C 2.567 0.064 0.039 -0.46 0.00 0.19 -0.624
C 1.208 0.193 0.753 0.96 1.03 -0.72 -0.059
O 0.207 0.518 -0.213 -0.41 -0.30 -0.08 -0.532
C -0.884 -0.365 -0.072 0.87 -0.48 0.38 0.080
C -1.942 0.035 0.922 0.07 -0.05 -0.21 -0.459
C -2.200 0.024 -0.574 -0.64 0.16 -0.53 -0.436
H 3.358 -0.145 0.775 -0.18 0.01 -0.29 0.207
H 2.819 0.984 -0.510 -0.14 -0.28 0.25 0.214
H 2.492 -0.757 -0.684 0.22 0.13 0.12 0.207
H 0.922 -0.737 1.196 0.10 -0.57 0.63 0.170
H 1.285 0.983 1.525 -0.31 -0.33 -0.24 0.170
H -0.582 -1.419 -0.172 -0.21 0.38 0.21 0.177
H -2.405 -0.732 1.530 -0.05 0.13 -0.04 0.215
H -1.791 1.007 1.383 -0.04 -0.24 -0.03 0.225
H -2.864 -0.756 -0.966 0.41 0.32 0.12 0.218
H -2.229 0.955 -1.128 -0.19 0.09 0.24 0.228
```
Forces are in eV/Å.

- E_HOMO: -9.378 eV
- ΔE to the lowest compared entry with this formula, charge and spin: 37.7 kcal per mole
- SMILES: CCOC1CC1



Ordered calculated total energy results: -46670.053, -80897.072, -7393.130; unit eV.